DFT (ωB97M-V/def2-TZVPD) results for an isolated ion of composition C4H8NO and charge +1 in a non-equilibrium geometry.

The energy relative to the best compared isomer or geometry (same formula, charge and spin) comes out at 76.9 kcal per mole. As for the total charge: +1. As for the SMILES: C=[N+]1C[C@@H]1OC. For the total energy, the calculation gives -286.8199 Eh. As for the lowest unoccupied orbital energy: -5.0 eV. The value obtained for the strongest force on any atom is 5.04 eV/Å.

Each line ends with the Mulliken charge.
Atoms and positions in Å:
C (1.802, -1.157, 0.038)  -0.104
C (-0.355, -0.957, 1.478)  -0.660
C (-0.344, 0.287, 0.622)  0.209
C (-0.974, 1.302, -1.436)  -0.699
N (0.814, -0.656, 0.583)  0.032
O (-1.273, 0.452, -0.329)  -0.276
H (2.140, -0.804, -0.912)  0.259
H (2.312, -2.017, 0.351)  0.294
H (-0.268, -0.675, 2.469)  0.291
H (-0.843, -1.874, 1.383)  0.338
H (0.078, 1.246, 1.080)  0.424
H (-2.051, 1.538, -1.963)  0.249
H (-0.269, 0.907, -2.144)  0.304
H (-0.768, 2.406, -1.219)  0.340


DFT (ωB97M-V/def2-TZVPD) results for one molecule with the formula C4H7NO2.

The energy relative to the best compared isomer or geometry (same formula, charge and spin) comes out at 30.5 kcal per mole. As for the SMILES: CN(C=O)CC=O. For the total energy, the calculation gives -361.8322 Eh. As for the lowest unoccupied orbital energy: 0.7 eV. The value obtained for the strongest force on any atom is 0.51 eV/Å.

Each line ends with the Mulliken charge.
Atoms and positions in Å:
O (-0.141, 2.892, -0.327)  -0.461
C (0.465, 1.876, -0.098)  -0.112
C (-0.067, 0.788, 0.812)  -0.368
N (0.034, -0.514, 0.175)  0.043
C (-0.168, -0.652, -1.264)  -0.944
C (-0.098, -1.642, 0.931)  0.027
O (-0.263, -2.754, 0.474)  -0.550
H (-0.379, 0.329, -1.704)  0.389
H (1.461, 1.677, -0.549)  0.396
H (0.553, 0.787, 1.719)  0.363
H (-1.094, 1.054, 1.097)  0.285
H (0.726, -1.075, -1.741)  0.266
H (-1.013, -1.318, -1.461)  0.336
H (-0.041, -1.442, 2.019)  0.331


DFT (ωB97M-V/def2-TZVPD) results for a 2-piece molecular cluster, C6H14O2 overall in a non-equilibrium geometry.

The energy relative to the best compared isomer or geometry (same formula, charge and spin) comes out at 75.8 kcal per mole. As for the SMILES: CCC/C=C/CO.O. For the total energy, the calculation gives -387.3867 Eh. As for the lowest unoccupied orbital energy: 0.7 eV. The value obtained for the strongest force on any atom is 5.70 eV/Å.

Each line ends with the Mulliken charge.
Atoms and positions in Å:
C (0.120, -0.949, 3.487)  -1.177
C (-0.500, 0.068, 2.523)  -0.379
C (0.526, 0.463, 1.406)  -0.542
C (1.284, -0.990, -2.113)  -0.408
O (0.029, -1.191, -2.787)  -0.541
C (1.141, -0.047, -0.998)  -0.386
C (0.434, -0.384, 0.078)  -0.339
H (0.309, -1.853, 2.978)  0.324
H (0.946, -0.465, 4.037)  0.339
H (-0.650, -1.190, 4.303)  0.317
H (-0.953, 1.095, 2.949)  0.263
H (-1.260, -0.409, 1.840)  0.263
H (0.593, 1.499, 1.166)  0.466
H (1.660, 0.201, 1.710)  0.240
H (1.834, -0.643, -2.934)  0.277
H (1.522, -1.991, -1.843)  0.249
H (-0.781, -0.995, -2.403)  0.292
H (1.601, 0.931, -1.147)  0.316
H (-0.141, -1.244, 0.141)  0.429
H (-1.783, 3.123, -1.015)  0.313
H (-2.152, 1.755, -1.407)  0.288
O (-2.376, 2.594, -1.547)  -0.603


DFT (ωB97M-V/def2-TZVPD) results for a 2-piece molecular cluster, C3H3Cl2F3 overall in a non-equilibrium geometry.

The energy relative to the best compared isomer or geometry (same formula, charge and spin) comes out at 107.7 kcal per mole. For the total energy, the calculation gives -1335.9488 Eh. As for the lowest unoccupied orbital energy (alpha / beta): 0.0 / -0.3 eV. The value obtained for the strongest force on any atom is 4.29 eV/Å.

Each line ends with the Mulliken charge.
Atoms and positions in Å:
C (0.616, -0.870, 0.901)  -0.275
C (-2.194, 0.233, -0.575)  -0.007
C (-0.118, -1.368, -0.395)  0.299
F (1.601, -1.773, 1.285)  -0.290
F (-1.446, 1.336, -0.850)  -0.193
F (0.428, -1.116, -1.618)  -0.225
Cl (-2.791, 0.106, 0.990)  -0.096
Cl (-0.847, -2.929, -0.331)  -0.126
H (1.097, 0.015, 0.831)  0.303
H (-0.038, -0.904, 1.727)  0.257
H (-2.612, -0.230, -1.507)  0.354


DFT (ωB97M-V/def2-TZVPD) results for one molecule with the formula C12H19O2P in a non-equilibrium geometry.

The energy relative to the best compared isomer or geometry (same formula, charge and spin) comes out at 63.0 kcal per mole. As for the SMILES: CC[C@](C)(P)c1c(OC)cccc1OC. For the total energy, the calculation gives -960.3543 Eh. As for the lowest unoccupied orbital energy: 0.8 eV. The value obtained for the strongest force on any atom is 5.15 eV/Å.

Each line ends with the Mulliken charge.
Atoms and positions in Å:
C (2.121, -0.880, 2.374)  -1.523
C (1.159, -1.626, 1.739)  -0.031
C (1.938, 0.518, 2.177)  -0.448
C (-0.013, 0.051, 0.702)  -0.359
C (0.084, -1.326, 0.992)  0.191
C (0.898, 0.912, 1.330)  0.883
C (0.177, -0.629, -2.450)  -1.302
C (-2.261, -0.089, -0.642)  -1.908
C (-0.630, -3.580, 0.568)  -1.013
C (1.849, 3.153, 1.544)  -1.038
C (-0.164, 0.660, -1.859)  -0.743
C (-0.935, 0.581, -0.488)  1.668
O (-0.791, -2.253, 0.528)  -0.323
O (0.810, 2.267, 0.982)  -0.191
P (-1.448, 2.342, -0.124)  -0.274
H (2.771, -1.239, 3.110)  0.443
H (1.083, -2.676, 2.014)  0.185
H (2.629, 1.166, 2.671)  0.381
H (0.662, -0.593, -3.423)  0.405
H (-0.762, -1.119, -2.433)  0.327
H (0.860, -1.117, -1.765)  0.286
H (-2.584, 0.171, -1.653)  0.513
H (-2.326, -1.185, -0.543)  0.227
H (-2.966, 0.257, 0.044)  0.649
H (-1.541, -4.136, 0.359)  0.281
H (-0.529, -4.041, 1.573)  0.358
H (0.140, -3.930, -0.128)  0.415
H (1.715, 3.241, 2.637)  0.385
H (1.535, 4.124, 1.084)  0.241
H (2.862, 2.866, 1.341)  0.405
H (-0.909, 1.003, -2.564)  0.409
H (0.689, 1.321, -1.860)  0.408
H (-2.276, 2.308, -1.300)  0.086
H (-0.511, 3.092, -0.936)  0.005


DFT (ωB97M-V/def2-TZVPD) results for a 4-piece molecular cluster, C6H12Cl6O3 overall in a non-equilibrium geometry.

The energy relative to the best compared isomer or geometry (same formula, charge and spin) comes out at 16.0 kcal per mole. As for the SMILES: COC(=O)OC.ClCCl.ClCCl.ClCCl. For the total energy, the calculation gives -3222.6560 Eh. As for the lowest unoccupied orbital energy: 0.4 eV. The value obtained for the strongest force on any atom is 3.52 eV/Å.

Each line ends with the Mulliken charge.
Atoms and positions in Å:
C (-1.059, -1.836, -3.325)  -0.568
O (-0.959, -0.381, -3.163)  -0.283
C (0.211, 0.213, -2.868)  0.767
O (1.272, -0.421, -2.703)  -0.597
O (0.037, 1.523, -2.659)  -0.276
C (1.110, 2.485, -2.456)  -0.636
H (-0.333, -2.211, -4.046)  0.283
H (-2.063, -2.094, -3.660)  0.221
H (-0.976, -2.190, -2.297)  0.252
H (1.754, 2.181, -1.630)  0.294
H (0.699, 3.494, -2.458)  0.238
H (1.771, 2.460, -3.322)  0.303
C (4.806, -1.351, 6.154)  -0.172
Cl (4.858, -0.903, 7.873)  -0.148
Cl (5.222, -3.043, 5.947)  -0.143
H (3.788, -1.182, 5.803)  0.205
H (5.511, -0.756, 5.574)  0.258
C (-0.565, -1.859, 2.184)  -0.245
Cl (0.892, -0.875, 2.348)  -0.152
Cl (-1.902, -0.994, 1.467)  -0.133
H (-0.288, -2.658, 1.495)  0.233
H (-0.796, -2.252, 3.174)  0.298
C (-4.540, 2.413, -1.422)  -0.005
Cl (-5.445, 2.516, -3.007)  -0.164
Cl (-4.483, 3.948, -0.543)  -0.145
H (-4.989, 1.675, -0.758)  0.248
H (-3.534, 2.099, -1.703)  0.068


DFT (ωB97M-V/def2-TZVPD) results for a 2-piece molecular cluster, H2N3O2S overall in a non-equilibrium geometry.

The energy relative to the best compared isomer or geometry (same formula, charge and spin) comes out at 33.9 kcal per mole. As for the total charge: -1. For the total energy, the calculation gives -714.0332 Eh. As for the lowest unoccupied orbital energy: 3.8 eV. The value obtained for the strongest force on any atom is 2.37 eV/Å.

Each line ends with the Mulliken charge.
Atoms and positions in Å:
N (-0.911, -0.547, -1.735)  -0.042
N (-2.016, -0.908, -1.424)  0.232
N (-3.088, -0.626, -0.900)  -0.173
O (0.760, 0.456, 0.286)  -0.666
O (-3.827, -1.379, -0.180)  -0.567
S (-0.179, -0.534, -3.209)  -0.470
H (0.487, 0.562, -0.607)  0.386
H (-0.001, 0.364, 0.833)  0.298


DFT (ωB97M-V/def2-TZVPD) results for C4H6P2 as an isolated structure in a non-equilibrium geometry.

The energy relative to the best compared isomer or geometry (same formula, charge and spin) comes out at 70.6 kcal per mole. For the total energy, the calculation gives -838.5436 Eh. As for the lowest unoccupied orbital energy (alpha / beta): -0.9 / -1.0 eV. The value obtained for the strongest force on any atom is 7.12 eV/Å.

Each line ends with the Mulliken charge.
Atoms and positions in Å:
C (-1.672, -0.657, 0.197)  0.398
C (-1.606, 0.722, -0.127)  0.114
C (-0.454, -1.531, 0.477)  -1.131
C (0.186, 1.520, -0.053)  -0.981
P (-3.320, -0.968, 0.011)  -0.186
P (-3.180, 1.376, -0.235)  -0.174
H (0.017, -0.948, 1.329)  0.261
H (0.112, -1.373, -0.480)  0.285
H (-0.707, -2.443, 0.844)  0.417
H (0.720, 0.699, 0.071)  0.351
H (0.198, 2.176, 0.889)  0.272
H (0.336, 2.023, -0.951)  0.374


DFT (ωB97M-V/def2-TZVPD) results for a 2-piece molecular cluster, C6H10ClN overall in a non-equilibrium geometry.

The energy relative to the best compared isomer or geometry (same formula, charge and spin) comes out at 116.5 kcal per mole. For the total energy, the calculation gives -749.3707 Eh. As for the lowest unoccupied orbital energy (alpha / beta): 0.2 / 0.4 eV. The value obtained for the strongest force on any atom is 4.83 eV/Å.

Each line ends with the Mulliken charge.
Atoms and positions in Å:
C (-0.947, 0.069, 0.076)  -0.217
C (-0.337, 1.196, 0.376)  0.832
C (0.391, -2.035, -0.997)  0.430
C (-1.071, 2.313, 1.025)  -1.396
C (1.156, 1.333, 0.011)  -1.242
C (-0.764, -2.833, -1.379)  -0.938
N (1.574, -1.831, -0.996)  -0.335
Cl (-2.625, -0.398, 0.239)  -0.230
H (-2.099, 2.155, 1.219)  0.365
H (-0.782, 2.666, 2.002)  0.306
H (-1.091, 3.253, 0.482)  0.308
H (1.835, 0.903, 0.729)  0.261
H (1.290, 2.345, -0.164)  0.420
H (1.353, 0.713, -0.805)  0.304
H (-1.281, -2.287, -2.069)  0.297
H (-1.319, -2.983, -0.443)  0.279
H (-0.388, -3.887, -1.684)  0.311
H (2.467, -2.292, -1.134)  0.247